# C64H160F6N14O29S6

A cluster of 14 separate species, C64H160F6N14O29S6 in total in a non-equilibrium geometry (ωB97M-V/def2-TZVPD, the OMol25 dataset).

- LUMO energy: -3.5309 eV
- HOMO energy: -9.49 eV
- Orbital gap: 5.95 eV
- Total charge: +2
- DFT total energy: -230476.4774 eV

Last column: Mulliken charge in e.
Positions of all 279 atoms, in Å:
C 4.61871 1.14085 -1.81390  0.732
C 5.91190 1.54088 -2.56543  -0.685
N 7.27360 1.33220 -1.83525  0.542
C 7.41980 2.08983 -0.49190  -1.200
C 7.31641 -0.14216 -1.34096  -0.201
C 8.71758 -0.57385 -0.83118  -1.560
C 8.43908 1.85095 -2.68696  -0.737
C 8.58316 1.27603 -4.12241  -0.527
O 8.91492 -0.13323 -4.05505  -0.286
C 8.54275 -0.98188 -5.17595  -0.467
H 4.59195 1.60367 -0.82740  0.042
H 4.44939 0.08131 -1.62206  0.477
H 3.76147 1.54058 -2.35561  -0.746
H 5.92937 2.62682 -2.65784  0.351
H 5.99239 1.06160 -3.54109  -0.559
H 7.09389 3.12215 -0.61916  0.404
H 8.47148 2.21888 -0.23612  0.506
H 6.85239 1.60904 0.30495  0.495
H 7.05290 -0.66276 -2.26163  0.214
H 6.47900 -0.27096 -0.65521  0.518
H 9.34799 -0.51989 -1.71874  0.363
H 8.74455 -1.62214 -0.53375  0.423
H 9.15013 0.08315 -0.07663  0.333
H 9.32324 1.69172 -2.06970  0.513
H 8.17361 2.89407 -2.85877  0.378
H 9.30572 1.88112 -4.67001  0.575
H 7.66674 1.44835 -4.68684  0.256
H 7.48995 -0.94612 -5.45602  -0.028
H 8.63562 -2.04493 -4.95370  0.302
H 9.26898 -0.82587 -5.97366  0.337
C 4.63015 -0.14808 -6.59310  -0.848
C 3.18055 -0.66733 -6.54426  0.130
N 2.57215 -1.32793 -7.76504  0.821
C 2.98125 -0.56086 -9.03662  -1.253
C 3.05189 -2.81251 -7.88728  -0.545
C 2.60035 -3.63243 -9.15888  -1.265
C 1.04153 -1.30484 -7.59666  -0.999
C 0.39352 -2.09039 -6.42995  0.732
O 0.51026 -3.49751 -6.51128  -0.408
C -0.63726 -4.12737 -7.16471  -0.615
H 4.93441 0.23655 -5.61966  -0.249
H 4.72405 0.51908 -7.44995  0.281
H 5.26801 -1.01394 -6.77061  0.402
H 2.55460 0.19796 -6.32616  -0.291
H 3.15913 -1.34862 -5.69369  0.266
H 2.54633 -1.05747 -9.90398  0.483
H 4.04324 -0.47319 -9.26598  0.439
H 2.52060 0.42116 -8.92927  0.328
H 2.75649 -3.35064 -6.98659  0.474
H 4.11461 -2.57134 -7.86372  0.479
H 1.54918 -3.90910 -9.24011  0.227
H 2.97462 -4.65001 -9.04680  0.412
H 3.06161 -3.12896 -10.00849  0.408
H 0.59692 -1.64881 -8.53053  0.503
H 0.73087 -0.26287 -7.51993  0.547
H -0.61809 -1.73672 -6.23082  0.609
H 1.00931 -1.82613 -5.57026  -0.921
H -0.80012 -3.79751 -8.19076  0.297
H -1.56060 -4.04102 -6.59192  0.190
H -0.45398 -5.20184 -7.16033  0.293
C 3.69222 5.77874 4.55991  -1.127
C 4.05246 4.68003 5.60082  -0.374
N 3.34827 3.25837 5.48644  0.530
C 3.60015 2.77699 4.00558  -1.529
C 4.13237 2.25877 6.35237  -0.328
C 3.93882 2.36330 7.87599  -1.258
C 1.80274 3.33321 5.70803  -0.993
C 1.02467 1.98298 5.88365  -0.742
O 1.55933 1.01045 5.14048  0.417
C 1.02454 -0.27433 5.38947  -1.129
H 2.66646 6.14226 4.49851  0.316
H 3.85374 5.40093 3.55032  0.209
H 4.27079 6.70199 4.59115  0.426
H 3.84720 4.96774 6.63193  0.435
H 5.11697 4.45337 5.54128  0.362
H 2.87416 3.23508 3.33388  0.508
H 3.54977 1.69289 3.90412  0.233
H 4.60080 3.09079 3.70837  0.494
H 5.15984 2.44558 6.04012  0.593
H 3.92861 1.23166 6.04969  0.304
H 4.53735 1.64965 8.44217  0.400
H 2.90971 2.11672 8.13719  0.266
H 4.08941 3.35792 8.29571  0.336
H 1.44595 3.76554 4.77320  0.541
H 1.64393 4.00131 6.55450  0.356
H -0.04695 2.17283 5.82289  0.361
H 1.08869 1.71504 6.93826  0.538
H 1.30110 -0.61860 6.38601  0.340
H 1.42865 -0.95139 4.63689  0.284
H -0.00931 -0.44838 5.09119  0.247
C -10.53596 -1.08348 5.37310  -1.064
C -10.29336 0.42848 5.47649  -0.436
N -8.80097 0.77916 5.60423  0.052
C -8.69435 2.26953 5.95826  -1.090
C -8.08370 0.06091 6.80336  -0.186
C -8.73074 0.19972 8.24696  -1.426
C -8.05170 0.54889 4.18095  -1.022
C -6.62052 0.95000 4.00379  -0.312
O -5.84523 -0.04124 4.64688  -0.214
C -4.44814 0.28898 4.68510  -1.003
H -10.33970 -1.68360 6.26161  0.337
H -9.89270 -1.57478 4.64306  0.182
H -11.58756 -1.24444 5.13576  0.422
H -10.81920 0.76628 6.36950  0.425
H -10.66161 1.04916 4.65963  0.521
H -9.22230 2.32629 6.91018  0.523
H -9.34332 2.82424 5.28059  0.398
H -7.67435 2.65280 5.93006  0.357
H -7.02242 0.28639 6.69875  0.354
H -8.16164 -0.96905 6.45519  0.452
H -8.16949 -0.49979 8.86648  0.401
H -9.80475 0.10258 8.40558  0.336
H -8.60157 1.16939 8.72773  0.421
H -8.73379 0.99430 3.45675  0.433
H -8.24018 -0.48417 3.88880  0.337
H -6.54600 1.98625 4.33355  0.342
H -6.52103 1.06029 2.92396  0.446
H -4.01717 0.40947 3.69119  0.037
H -3.88453 -0.48580 5.20487  0.442
H -4.24103 1.24195 5.17198  0.499
C -1.43270 8.01846 -1.62035  -1.576
C -1.79166 6.54940 -1.76566  0.073
N -1.08524 5.84475 -2.97315  0.587
C -1.51552 6.44445 -4.34141  -0.925
C 0.40573 6.08799 -2.85396  -1.029
C 0.97543 5.62427 -1.47345  0.134
C -1.37899 4.27722 -2.88448  0.735
C -2.87206 3.85244 -2.95721  -0.738
O -3.55099 4.31414 -4.13210  -0.383
C -4.95958 3.84716 -4.22723  -0.801
H -0.41542 8.22485 -1.28771  0.292
H -2.03842 8.51105 -0.85972  0.488
H -1.66519 8.64001 -2.48506  0.397
H -2.88118 6.53872 -1.79634  0.429
H -1.58821 5.94957 -0.87857  -0.140
H -2.59794 6.54992 -4.41448  0.321
H -1.12061 5.87009 -5.17942  0.186
H -1.11451 7.45456 -4.25796  0.527
H 0.66296 7.11223 -3.12387  0.465
H 0.87984 5.53326 -3.66366  0.650
H 0.43633 6.00215 -0.60473  0.081
H 1.98902 6.01975 -1.53928  0.456
H 1.10842 4.54256 -1.45535  -0.558
H -1.01378 3.96028 -1.90762  -0.544
H -0.82173 3.70278 -3.62446  0.078
H -3.43475 4.32635 -2.15292  0.118
H -3.07138 2.79162 -2.80548  0.686
H -5.02021 2.76340 -4.32667  0.274
H -5.44966 4.24293 -5.11677  0.301
H -5.57191 4.05831 -3.35055  0.322
C 2.48436 -7.69406 -0.01500  -1.518
C 1.38732 -6.71027 -0.28551  -0.452
N 0.90594 -5.99371 1.02839  0.704
C -0.24688 -5.00802 0.61552  -1.191
C 0.33653 -7.02366 2.12067  -0.380
C -0.46014 -8.16770 1.39915  -1.108
C 2.05564 -5.14671 1.69075  -1.632
C 2.53379 -3.88241 1.02480  0.490
O 2.76290 -4.10456 -0.35968  -0.377
C 3.37393 -2.98570 -0.97252  -0.871
H 3.40931 -7.21593 0.30742  0.337
H 2.73544 -8.19054 -0.95232  0.490
H 2.25245 -8.51855 0.65919  0.290
H 0.48813 -7.12232 -0.74352  0.620
H 1.74870 -6.00296 -1.03199  0.448
H -1.13538 -5.53731 0.27127  0.443
H 0.01533 -4.33686 -0.20234  0.440
H -0.63064 -4.41408 1.44502  -0.028
H -0.19835 -6.49108 2.90703  0.406
H 1.22364 -7.45601 2.58351  0.461
H 0.02629 -8.75618 0.62121  0.382
H -1.45110 -7.83580 1.08942  0.077
H -0.64312 -8.94728 2.13866  0.477
H 2.89249 -5.84131 1.76366  0.589
H 1.71690 -4.83988 2.68030  0.425
H 3.46797 -3.51452 1.44913  0.949
H 1.72553 -3.18819 1.25475  -0.635
H 3.44986 -3.18458 -2.04153  0.409
H 4.41993 -2.80316 -0.72623  0.443
H 2.74488 -2.11905 -0.76922  0.191
C 2.35642 2.40196 0.52391  -1.233
C 2.06195 0.87425 0.79832  0.674
N 0.51670 0.53769 0.85829  0.870
C 0.30228 -1.02174 0.78944  -0.342
C -0.01330 1.05320 2.25490  0.870
C -1.44877 0.55834 2.68392  -0.924
C -0.39878 1.10549 -0.31547  1.055
C 0.15478 1.01633 -1.70544  -1.095
O 0.68333 -0.30663 -2.04134  0.869
C 1.42189 -0.26173 -3.24729  -0.003
H 3.24024 2.81384 1.01105  0.224
H 1.56499 3.01000 0.96212  0.221
H 2.35154 2.62355 -0.54332  -0.195
H 2.42423 0.54121 1.77092  0.538
H 2.47053 0.28197 -0.02043  -0.488
H -0.73009 -1.32212 0.61029  -0.063
H 0.70589 -1.37347 1.73891  0.616
H 0.87529 -1.52650 0.01164  -0.063
H 0.10364 2.12235 2.43196  0.016
H 0.62753 0.48117 2.92589  -0.029
H -1.51228 -0.52569 2.58939  -0.344
H -2.26472 1.03531 2.14095  -0.382
H -1.66045 0.73957 3.73769  0.740
H -0.62803 2.13514 -0.04093  -0.566
H -1.41342 0.73638 -0.16593  -0.004
H 0.94190 1.76556 -1.79032  -0.317
H -0.56055 1.29204 -2.48029  0.997
H 1.59239 -1.30155 -3.52620  0.124
H 2.27531 0.41563 -3.21636  -1.203
H 0.72200 0.12840 -3.98624  0.576
C -3.93649 -1.45372 1.24884  0.861
C -5.33830 -2.16604 1.10980  -1.211
N -5.47555 -3.68753 1.44912  1.040
C -5.37852 -3.72314 2.99098  -0.699
C -6.80395 -4.22654 0.90427  -0.459
C -8.09914 -3.61763 1.56667  -1.337
C -4.35959 -4.55486 0.77169  0.301
C -4.25352 -6.04255 1.36382  -1.050
O -3.44427 -5.86927 2.47380  0.020
C -3.32640 -6.94007 3.37779  -1.128
H -3.62141 -1.48526 2.29183  -0.179
H -4.04096 -0.40812 0.95919  0.364
H -3.20547 -1.91972 0.58811  -0.579
H -5.70580 -2.09813 0.08587  0.451
H -6.07243 -1.61952 1.70181  0.132
H -5.84512 -2.85892 3.46375  0.126
H -4.34412 -3.75223 3.33343  -0.020
H -5.91561 -4.60542 3.33912  0.536
H -6.87065 -5.26489 1.22902  0.327
H -6.84176 -4.11261 -0.17910  0.455
H -8.23239 -2.56052 1.33675  0.309
H -8.02735 -3.60740 2.65426  0.301
H -9.05702 -4.07349 1.31618  0.488
H -3.44849 -3.97791 0.93019  -0.211
H -4.60126 -4.51815 -0.29054  0.035
H -3.77184 -6.72107 0.65976  0.601
H -5.22990 -6.37471 1.71661  0.456
H -2.43024 -6.81405 3.98534  0.277
H -3.28229 -7.93768 2.94083  0.401
H -4.14379 -7.04997 4.09047  0.372
N 2.18972 2.95183 -4.50721  0.037
S 3.39441 3.81878 -4.73154  0.821
O 3.24007 5.22977 -5.19515  -0.646
O 4.60556 3.05255 -5.10893  -0.571
F 3.82391 4.04631 -3.15884  -0.134
S 1.55555 3.01598 -6.11513  0.865
O 2.37443 2.38897 -7.11542  -0.520
O 0.80912 4.20343 -6.45508  -0.538
F 0.39063 1.88332 -5.93173  -0.251
N -3.38113 -2.79382 -2.14693  0.005
S -2.09927 -2.05784 -2.43132  0.386
O -1.89684 -1.66813 -3.84442  -0.400
O -0.99356 -2.57586 -1.63800  0.048
F -2.59117 -0.66456 -1.74762  -0.222
S -2.99152 -4.21117 -3.02281  0.946
O -2.06003 -5.21808 -2.49801  -0.610
O -3.07969 -4.16809 -4.48753  -0.601
F -4.36479 -4.92937 -2.74323  -0.313
N -1.60003 3.88657 1.11143  0.380
S -3.26489 3.66384 1.18659  0.791
O -4.15729 4.41620 0.30478  -0.610
O -3.88189 3.20618 2.43926  -0.620
F -3.26775 2.17627 0.47000  -0.254
S -1.57511 4.84923 2.20312  0.803
O -1.24932 4.26888 3.49950  -0.548
O -2.40479 6.06762 2.23579  -0.716
F -0.16914 5.42917 1.84366  -0.293
N 5.67316 -0.41744 2.54937  0.886
O 4.75436 -0.53500 1.72897  -0.315
O 6.26532 0.64027 2.71790  -0.710
O 5.85526 -1.38480 3.23098  -0.728
N -1.06440 -3.14664 4.20324  0.487
O -0.17304 -2.94709 3.44933  -0.306
O -0.79103 -3.60018 5.30440  -0.743
O -2.19624 -2.87833 3.87498  -0.405
N 4.84595 5.55329 0.11942  0.909
O 4.79472 4.82824 1.10188  -0.566
O 4.23305 6.64914 0.10335  -0.729
O 5.53262 5.18325 -0.80960  -0.595